A molecular structure, C44H115BaF6NO25S2, computed with ωB97M-V/def2-TZVPD.

The geometry in XYZ format:
```
194
Properties=species:S:1:pos:R:3
Ba -1.38304 -1.96768 -2.22111
C 0.19699 -3.24161 -6.92545
F -0.41191 -4.12992 -7.69634
F 1.44120 -3.22897 -7.25247
F -0.25965 -1.96176 -7.21777
S -0.11529 -3.81210 -5.16250
O -1.45955 -3.40742 -4.75154
O 0.18923 -5.20483 -5.20258
N 0.82108 -2.87143 -4.30467
S 2.37839 -2.92057 -3.89720
O 2.46965 -3.38360 -2.58104
O 3.13769 -3.52278 -4.91346
C 2.75101 -1.22436 -3.68553
F 2.09527 -0.62556 -2.56154
F 4.02778 -1.17201 -3.46058
F 2.42437 -0.46136 -4.71231
C 0.94071 0.85665 -0.00952
C 0.12457 -0.42401 0.37173
O -1.15246 -0.35215 -0.21469
H 1.35166 0.84188 -1.01787
H 1.72698 0.91514 0.72693
H 0.22108 1.67700 0.12029
H 0.10304 -0.47475 1.42454
H 0.62742 -1.37064 0.02213
C 5.06074 -1.12492 3.18468
C 3.92848 -0.15331 2.77618
C 2.92405 0.02985 3.87804
O 4.42293 1.16198 2.56049
H 4.71038 -2.14557 3.35116
H 5.47415 -0.76438 4.12893
H 5.81594 -1.14837 2.40358
H 3.48994 -0.46037 1.83763
H 2.11256 0.74499 3.65953
H 3.49404 0.47594 4.69500
H 2.46031 -0.92368 4.19744
H 5.19891 1.09523 1.92554
C 1.93371 5.10444 4.07363
C 2.43640 3.81671 3.33914
C 2.30836 3.92026 1.84380
O 3.78699 3.67872 3.79702
H 1.02428 5.55883 3.72774
H 2.71535 5.84548 3.97206
H 1.83217 4.89537 5.15913
H 1.82902 2.95909 3.64731
H 2.47922 2.97455 1.29831
H 3.03588 4.65893 1.47644
H 1.26920 4.17179 1.56604
H 4.27430 2.96675 3.34488
C 4.49959 0.96490 -0.90982
C 5.95787 0.55621 -0.88307
C 6.80363 1.27427 -1.90413
O 6.36392 0.84804 0.44659
H 3.90902 0.51318 -0.12576
H 4.14394 0.52711 -1.84985
H 4.41169 2.06994 -0.91850
H 6.04134 -0.55955 -1.03510
H 7.80968 0.95942 -1.94640
H 6.78946 2.33943 -1.65344
H 6.36815 1.06373 -2.84835
H 7.33059 0.80715 0.47069
C -2.19753 -3.39168 2.55788
C -2.76824 -3.13990 1.13363
C -4.05104 -3.94631 0.86228
O -3.04453 -1.73822 0.98382
H -2.87205 -2.90181 3.26574
H -1.21579 -2.99049 2.53330
H -2.13947 -4.41463 2.90011
H -2.04093 -3.38649 0.38338
H -4.46392 -3.85224 -0.15820
H -4.84479 -3.68485 1.59500
H -3.81355 -4.98536 0.98424
H -2.27319 -1.22722 0.60822
C -0.24138 -2.52271 5.66888
C -1.62911 -1.98812 5.92999
C -2.39899 -2.89725 6.83919
O -1.71625 -0.72751 6.55335
H 0.28830 -2.56137 6.62908
H 0.36389 -1.87541 5.01085
H -0.29839 -3.57282 5.27389
H -2.20745 -1.99202 4.98707
H -2.53851 -3.91925 6.50944
H -3.38631 -2.48111 7.02892
H -1.83060 -2.92591 7.79388
H -1.57712 -0.05301 5.87277
C 5.94756 4.45640 -4.82116
C 4.93533 3.57587 -5.52810
C 4.93739 2.18177 -4.95660
O 3.56883 4.08416 -5.29707
H 5.95890 4.42094 -3.73272
H 5.66550 5.50079 -5.08785
H 6.97445 4.20009 -5.07145
H 5.06532 3.55909 -6.61978
H 4.44972 2.31293 -4.02114
H 5.95338 1.87138 -4.69763
H 4.49475 1.40996 -5.55986
H 3.49137 4.85360 -5.85926
C -5.97708 -0.07275 1.52970
C -5.35672 0.23630 2.90193
C -5.86348 -0.81762 3.90328
O -3.93938 0.32099 2.81500
H -5.41560 -0.90566 1.14841
H -5.83407 0.83251 0.93691
H -7.01413 -0.35417 1.50365
H -5.60158 1.23250 3.26807
H -6.95173 -0.96730 3.96982
H -5.43376 -0.68314 4.91686
H -5.47173 -1.81424 3.62624
H -3.62424 -0.45260 2.32972
C -0.37160 3.78209 -2.17338
C 1.05606 3.96610 -2.56275
C 1.95041 4.23240 -1.35979
O 1.43848 2.72264 -3.22166
H -0.64605 4.75072 -1.74566
H -0.43969 3.01533 -1.41400
H -1.06489 3.55016 -2.98457
H 1.07475 4.78979 -3.29175
H 1.42046 4.93433 -0.66029
H 2.92858 4.67396 -1.56215
H 1.96335 3.28913 -0.78270
H 2.06227 2.88637 -3.95834
C -0.47906 2.93778 5.13531
C -1.50981 2.44680 4.15231
C -0.95148 2.04994 2.80936
O -2.18786 1.31251 4.72050
H -0.86655 2.82493 6.17449
H -0.11892 3.96103 4.98598
H 0.39176 2.27706 5.13329
H -2.19174 3.33803 4.03972
H -0.23126 2.84578 2.54159
H -1.74173 2.06915 2.07269
H -0.47584 1.07852 2.84568
H -3.01358 1.08423 4.32496
C -4.32935 4.47905 1.81750
C -3.28424 5.57444 1.57508
C -2.10709 5.03121 0.69530
O -3.80205 6.69875 0.91726
H -3.93439 3.60097 2.31456
H -4.67278 4.11715 0.84428
H -5.18161 4.81055 2.35657
H -2.82064 5.89434 2.50942
H -1.37515 5.77230 0.49777
H -2.50102 4.66091 -0.22830
H -1.68064 4.15588 1.19504
H -4.67710 6.80574 1.30806
C 3.43952 -2.98180 0.34655
C 2.86838 -3.47130 1.66238
O 1.85261 -4.53851 1.36737
O 3.87308 -4.07392 -0.37027
H 4.26570 -2.27059 0.52329
H 2.64176 -2.45354 -0.16660
H 2.34738 -2.64890 2.24840
H 3.66162 -3.90233 2.27695
H 2.28312 -5.11816 0.69974
H 3.63800 -4.00508 -1.30644
C -4.49649 0.36288 -1.92073
C -3.42300 1.44736 -1.57350
O -3.08139 1.43023 -0.21972
O -4.03548 -0.96656 -1.56455
H -4.75574 0.32492 -2.98869
H -5.35270 0.61759 -1.27962
H -3.92563 2.42918 -1.82940
H -2.57853 1.31675 -2.23258
H -2.34387 0.78474 -0.07565
H -3.86047 -1.02126 -0.60232
C -4.01957 -4.95202 -2.68261
C -4.74568 -3.90072 -3.43599
O -5.55907 -3.03834 -2.71524
O -2.96761 -4.29703 -1.99128
H -3.56314 -5.62490 -3.37239
H -4.63021 -5.49307 -1.94605
H -5.40746 -4.37131 -4.17264
H -4.03817 -3.26225 -3.99619
H -4.99214 -2.49691 -2.15190
H -2.63446 -4.95298 -1.36046
C -0.84076 0.51216 -4.85225
C -2.28205 0.44630 -5.28716
O -2.86855 -0.56456 -4.48840
O -0.69317 0.46099 -3.44843
H -0.39550 1.45792 -5.23364
H -0.36230 -0.35302 -5.31269
H -2.41113 0.30007 -6.34432
H -2.91404 1.27372 -5.02877
H -3.15476 -1.37794 -4.95945
H -0.45558 1.35065 -3.14370
C -0.58623 -6.51676 -0.53354
C 0.01990 -5.31083 -1.27002
O -0.03624 -4.09186 -0.57607
O -1.99022 -6.35909 -0.57887
H -0.26133 -6.59481 0.50230
H -0.36110 -7.43692 -1.11245
H -0.57728 -5.17173 -2.21815
H 1.05745 -5.50885 -1.52846
H 0.65131 -4.04285 0.14433
H -2.38324 -6.80621 0.17074
```

Values from the calculation:
HOMO = -9.16 eV
Net charge = 0
Gap between HOMO and LUMO = 9.2336 eV

A molecular structure, C46H38CoNO5S3, computed with ωB97M-V/def2-TZVPD.

The geometry in XYZ format:
```
94
Properties=species:S:1:pos:R:3
Co 0.27550 -0.89528 0.16069
C 1.06518 0.89051 2.28980
C -0.30440 0.68759 2.15503
C -0.83822 -0.60355 2.21091
C 0.01716 -1.69266 2.42488
C 1.39072 -1.48174 2.57948
C 1.90912 -0.19376 2.51086
H 1.46930 1.89156 2.23099
H -0.96950 1.53138 2.02465
H -1.90982 -0.74795 2.16053
H -0.39676 -2.68532 2.54453
H 2.04308 -2.32160 2.77589
H 2.97022 -0.03372 2.64355
C 6.87109 -0.71464 -5.43193
C 5.69608 -0.44368 -4.53831
C 5.81656 -0.56920 -3.15037
C 4.74079 -0.34366 -2.31586
C 3.51991 0.00939 -2.88405
C 3.36472 0.12374 -4.25934
C 4.46278 -0.09591 -5.07701
S 2.08580 0.35214 -1.94331
O 2.05238 -0.70366 -0.80397
C 2.45838 1.90008 -1.15901
C 3.32316 1.96147 -0.04051
C 3.56896 3.17199 0.52909
C 2.94659 4.35413 0.03747
C 3.19106 5.61416 0.63188
C 2.56810 6.73475 0.16220
C 1.66137 6.64888 -0.91630
C 1.41171 5.44845 -1.51680
C 2.05961 4.27437 -1.06080
C 1.82707 3.00720 -1.66903
C 0.91319 2.85170 -2.84056
C 1.35646 3.16254 -4.15437
C 2.66443 3.65081 -4.41195
C 3.05980 3.92030 -5.68867
C 2.17249 3.72379 -6.77210
C 0.91634 3.23804 -6.55553
C 0.47982 2.93153 -5.24232
C -0.80602 2.37384 -5.01505
C -1.21544 2.05744 -3.75566
C -0.34276 2.32008 -2.67238
S -0.83873 1.90771 -1.02619
O -0.71257 0.36987 -0.98256
C -2.58061 2.17344 -1.09950
C -3.43861 1.08637 -1.18171
C -4.80468 1.31737 -1.13139
C -5.31336 2.60353 -0.98379
C -6.79450 2.83743 -0.92391
C -4.42076 3.67525 -0.90951
C -3.05463 3.47242 -0.95855
H 7.81272 -0.54922 -4.91151
H 6.84645 -0.08379 -6.31896
H 6.85572 -1.75299 -5.76865
H 6.77245 -0.84759 -2.72506
H 4.84229 -0.45514 -1.24532
H 2.40138 0.37650 -4.68562
H 4.35234 -0.00797 -6.15029
H 3.77974 1.05613 0.33452
H 4.25155 3.25416 1.36639
H 3.88096 5.67527 1.46378
H 2.76985 7.69647 0.61381
H 1.16738 7.54312 -1.27132
H 0.72350 5.38566 -2.34989
H 3.35022 3.80379 -3.58779
H 4.06229 4.27953 -5.87857
H 2.49525 3.95998 -7.77712
H 0.23656 3.07301 -7.38113
H -1.46082 2.19334 -5.85859
H -2.18952 1.61843 -3.58355
H -3.04776 0.08435 -1.30018
H -5.48388 0.47882 -1.21557
H -7.31531 1.96738 -0.52884
H -7.18752 3.03052 -1.92363
H -7.03441 3.69960 -0.30300
H -4.80609 4.68162 -0.80529
H -2.37098 4.31020 -0.88914
N -0.07976 -2.72222 -0.73235
C -1.06503 -2.36642 -1.75719
C -2.37646 -2.80386 -1.67454
C -3.29153 -2.33720 -2.61037
C -2.89482 -1.45364 -3.61078
C -1.56999 -1.05713 -3.68444
C -0.65544 -1.50912 -2.75855
S -4.06440 -0.83251 -4.80673
O -4.81783 -2.00620 -5.19159
O -3.20686 -0.26101 -5.83562
O -4.80504 0.15041 -4.02630
H -0.37200 -3.49331 -0.14053
H 0.81131 -3.00755 -1.13275
H -2.68943 -3.46740 -0.87650
H -4.32966 -2.63925 -2.56633
H -1.28763 -0.37173 -4.47308
H 0.36486 -1.17206 -2.79837
```

Values from the calculation:
Multiplicity = 4
HOMO (spin up / spin down) = -9.77 / -9.77 eV
Net charge = +1
Gap between HOMO and LUMO (spin up / spin down) = 6.6941 / 6.0783 eV
Relative energy (zero: lowest compared OMol25 entry of this formula, charge and spin) = 0.0 kcal/mol

A molecular structure, CH2CoLiO, computed with ωB97M-V/def2-TZVPD.

The geometry in XYZ format:
```
6
Properties=species:S:1:pos:R:3
H 0.11092 0.60548 0.32786
O -1.19509 -1.87081 -0.43393
C -0.72271 -0.96815 -0.96511
Li 1.64021 0.59063 1.37419
Co 0.38397 2.07071 1.43252
H -0.21730 -0.42785 -1.73554
```

Values from the calculation:
Multiplicity = 5
HOMO (spin up / spin down) = -17.60 / -21.99 eV
Net charge = +2
Gap between HOMO and LUMO (spin up / spin down) = 6.8978 / 9.9314 eV
Relative energy (zero: lowest compared OMol25 entry of this formula, charge and spin) = 19.4 kcal/mol